# 1
Here is a 10-piece molecular cluster, C20H30N10 overall in a non-equilibrium geometry from the Open Molecules 2025 dataset. Energies are from ωB97M-V with the def2-TZVPD basis set.

Results
SMILES: CC#N.CC#N.CC#N.CC#N.CC#N.CC#N.CC#N.CC#N.CC#N.CC#N
Highest occupied orbital energy (hartree): -0.407
ΔE to the lowest compared entry with this formula, charge and spin (kJ/mol): 139.54

Each line ends with the Löwdin charge.
CARTESIAN COORDINATES (ANGSTROEM)
C (-0.272, -0.090, -1.080)  -0.0979
C (0.249, 1.014, -0.105)  -0.1913
N (0.629, 1.845, 0.613)  0.1440
H (-1.359, -0.147, -1.123)  0.0389
H (0.030, -1.086, -0.756)  0.0143
H (0.107, 0.068, -2.089)  0.0147
C (3.707, 0.531, 2.825)  -0.0885
C (2.980, 0.117, 4.024)  -0.2748
N (2.420, -0.228, 4.984)  0.1267
H (4.212, -0.363, 2.461)  0.0772
H (4.318, 1.427, 2.933)  0.0730
H (3.010, 0.819, 2.038)  0.0438
C (4.037, 2.864, -0.421)  -0.0469
C (3.318, 1.809, -1.159)  -0.2454
N (2.826, 0.969, -1.766)  0.1597
H (3.563, 3.816, -0.662)  0.0752
H (5.110, 2.914, -0.604)  0.0874
H (3.932, 2.700, 0.651)  0.0519
C (-0.961, 0.918, 3.753)  -0.0840
C (-1.046, 2.315, 3.931)  -0.3250
N (-1.194, 3.433, 4.124)  0.1347
H (-1.929, 0.612, 3.357)  0.0817
H (-0.932, 0.449, 4.736)  0.0891
H (-0.100, 0.714, 3.117)  0.0572
C (1.180, 4.953, 1.289)  -0.0985
C (1.938, 4.330, 2.287)  -0.3281
N (2.543, 3.855, 3.168)  0.1468
H (0.341, 4.313, 1.013)  0.0625
H (1.802, 5.213, 0.433)  0.0777
H (0.767, 5.878, 1.690)  0.0943
C (1.314, 0.609, -4.833)  -0.0853
C (0.099, 1.234, -4.371)  -0.3080
N (-0.776, 1.843, -3.947)  0.1427
H (1.772, 0.112, -3.978)  0.0412
H (2.137, 1.305, -4.994)  0.0892
H (1.060, -0.220, -5.494)  0.0866
C (2.204, -2.653, 0.282)  -0.0670
C (1.328, -3.798, -0.110)  -0.2484
N (0.584, -4.698, -0.355)  0.1098
H (1.789, -2.212, 1.188)  0.0803
H (2.342, -2.018, -0.593)  0.0695
H (3.175, -3.087, 0.524)  0.0777
C (-4.828, 0.705, -0.220)  -0.0774
C (-5.470, 1.222, -1.454)  -0.2580
N (-5.928, 1.586, -2.471)  0.1128
H (-3.758, 0.503, -0.281)  0.0536
H (-5.237, -0.243, 0.131)  0.0715
H (-5.004, 1.462, 0.544)  0.0777
C (-3.136, -4.261, 0.765)  -0.0608
C (-2.520, -2.945, 0.790)  -0.2644
N (-2.111, -1.872, 0.759)  0.1623
H (-4.182, -4.205, 0.465)  0.0861
H (-3.194, -4.636, 1.787)  0.0864
H (-2.483, -4.865, 0.136)  0.0678
C (-2.792, -4.492, -3.038)  -0.0585
C (-1.781, -3.396, -2.921)  -0.2358
N (-0.973, -2.534, -2.850)  0.1481
H (-3.755, -4.284, -2.572)  0.0784
H (-2.203, -5.238, -2.504)  0.0708
H (-2.901, -4.887, -4.048)  0.0814

# 2
Here is a 2-piece molecular cluster, C5H7NO6 overall in a non-equilibrium geometry from the Open Molecules 2025 dataset. Energies are from ωB97M-V with the def2-TZVPD basis set.

Results
Highest occupied orbital energy (hartree): -0.032
Net charge: -2
ΔE to the lowest compared entry with this formula, charge and spin (kJ/mol): 365.57

Each line ends with the Löwdin charge.
CARTESIAN COORDINATES (ANGSTROEM)
C (2.556, 0.045, -3.967)  -0.8421
C (-1.749, -0.115, 2.182)  -0.1248
C (-1.264, -1.235, 1.309)  -0.1172
C (-0.212, 0.809, 0.382)  0.0668
C (-0.888, 1.205, 1.738)  -0.7883
N (-0.558, -0.413, 0.185)  -0.2547
O (2.425, -0.899, -4.769)  -0.0781
O (-0.313, -1.174, -0.822)  0.0286
O (3.195, 1.082, -3.970)  -0.0595
O (1.836, -0.092, -2.711)  -0.0688
O (0.287, 1.169, 2.638)  -0.1124
O (-1.623, 2.261, 1.751)  -0.2082
H (-2.824, 0.307, 1.933)  0.1276
H (-1.570, -0.410, 3.226)  0.0815
H (-0.670, -1.983, 1.739)  0.0747
H (-1.994, -1.792, 0.641)  0.1100
H (0.256, -0.667, -1.348)  0.0364
H (1.058, 1.204, 2.024)  0.0487
H (2.052, 0.698, -2.161)  0.0797

# 3
Here is one molecule with the formula C4H7ClS in a non-equilibrium geometry from the Open Molecules 2025 dataset. Energies are from ωB97M-V with the def2-TZVPD basis set.

Results
SMILES: C/C=C/[C@H](S)Cl
Highest occupied orbital energy (hartree): -0.336
ΔE to the lowest compared entry with this formula, charge and spin (kJ/mol): 146.83

Each line ends with the Löwdin charge.
CARTESIAN COORDINATES (ANGSTROEM)
C (-1.717, -0.097, -0.005)  -0.1040
C (-0.316, -0.002, 0.506)  -0.2272
C (0.658, -0.171, -0.304)  -0.1504
C (2.262, -0.193, 0.347)  -1.0178
S (3.070, 1.426, 0.056)  0.6802
Cl (3.232, -1.597, -0.168)  0.5194
H (-1.654, -0.360, -1.056)  0.0735
H (-1.992, 0.867, 0.000)  0.0222
H (-2.434, -0.739, 0.637)  0.1172
H (-0.217, 0.032, 1.694)  0.1586
H (0.530, -0.284, -1.363)  0.0955
H (2.315, -0.142, 1.426)  0.0142
H (3.274, 1.244, -1.203)  -0.1813

# 4
Here is an isolated ion of composition C15H14F3NO9P and charge -1 in a non-equilibrium geometry from the Open Molecules 2025 dataset. Energies are from ωB97M-V with the def2-TZVPD basis set.

Results
SMILES: CCCOc1c(C[C@H](O)C(F)(F)F)c(C(=O)[O-])c(P(=O)(O)O)c2c1C(=O)NC2=O
Highest occupied orbital energy (hartree): -0.198
Net charge: -1

Each line ends with the Löwdin charge.
CARTESIAN COORDINATES (ANGSTROEM)
C (-3.654, -1.079, -0.118)  -0.1347
C (-3.742, 0.030, -1.360)  -0.1941
C (-2.447, 1.033, -1.429)  -0.2165
O (-1.345, 0.573, -2.290)  -0.1555
C (-0.313, -0.006, -1.372)  -0.0275
C (0.805, 0.937, -0.561)  0.0128
C (0.780, 2.553, -0.835)  -0.0865
C (-0.233, 3.408, 0.128)  -0.2009
O (-0.056, 4.846, -0.264)  -0.0904
C (0.100, 3.335, 1.732)  -0.1901
F (1.390, 4.022, 1.970)  0.0333
F (-0.951, 4.179, 2.413)  -0.0201
F (-0.013, 1.984, 2.329)  0.0248
C (1.885, 0.179, 0.466)  0.0678
C (2.953, 1.162, 1.230)  -0.4551
O (3.958, 1.665, 0.481)  -0.1303
O (2.929, 1.552, 2.650)  -0.2182
C (1.890, -1.482, 0.661)  -0.0883
P (3.124, -2.411, 1.784)  0.7345
O (2.580, -3.751, 2.421)  -0.3891
O (3.572, -1.375, 3.156)  -0.2197
O (4.635, -2.778, 0.924)  -0.2398
C (0.773, -2.304, -0.213)  0.0125
C (-0.349, -1.648, -1.211)  0.0373
C (-1.309, -2.794, -1.886)  -0.2381
O (-2.398, -2.642, -2.643)  -0.0279
N (-0.634, -4.103, -1.457)  0.0637
C (0.436, -3.898, -0.378)  -0.2418
O (0.929, -4.998, 0.194)  -0.0076
H (-3.846, -2.185, -0.485)  0.0728
H (-4.472, -0.872, 0.715)  0.0761
H (-2.593, -1.044, 0.418)  0.0792
H (-4.687, 0.706, -1.091)  0.1105
H (-3.944, -0.460, -2.404)  0.1086
H (-1.997, 1.090, -0.325)  0.1200
H (-2.701, 2.145, -1.724)  0.1330
H (0.397, 2.702, -1.952)  0.1431
H (1.875, 2.969, -0.813)  0.1376
H (-1.372, 3.184, -0.017)  0.1462
H (0.742, 4.884, -0.901)  0.1200
H (2.662, -1.190, 3.580)  0.0957
H (4.722, -3.787, 0.812)  0.0942
H (-0.084, -4.330, -2.335)  0.1483

# 5
Here is C41H102BaN6O14Zn as an isolated structure in a non-equilibrium geometry from the Open Molecules 2025 dataset. Energies are from ωB97M-V with the def2-TZVPD basis set.

Results
Highest occupied orbital energy (hartree): -0.429
Net charge: +2
ΔE to the lowest compared entry with this formula, charge and spin (kJ/mol): 0.54

Each line ends with the Löwdin charge.
CARTESIAN COORDINATES (ANGSTROEM)
Ba (-4.103, 0.152, -2.436)  1.9858
Zn (-0.847, 2.002, -2.311)  0.8736
C (-3.785, 3.923, -4.228)  -0.0847
C (-3.167, 3.836, -2.861)  -0.4219
O (-2.750, 2.532, -2.531)  -0.5407
H (-4.587, 3.173, -4.365)  0.0635
H (-3.069, 3.643, -5.005)  0.0649
H (-4.287, 4.874, -4.391)  0.0895
H (-3.846, 4.225, -2.087)  0.1113
H (-2.380, 4.610, -2.841)  0.1052
C (-0.188, -0.622, 0.353)  -0.0391
C (-0.712, -0.847, -1.042)  -0.5364
C (-1.595, -2.070, -1.223)  -0.0489
O (-1.369, 0.282, -1.605)  -0.4485
H (0.348, -1.509, 0.694)  0.0810
H (-1.004, -0.493, 1.074)  0.0698
H (0.448, 0.257, 0.399)  0.0631
H (0.168, -1.032, -1.688)  0.1145
H (-2.482, -2.068, -0.584)  0.0653
H (-1.043, -3.000, -1.082)  0.0756
H (-1.890, -2.121, -2.279)  0.0503
C (-3.587, 0.967, 1.142)  -0.0648
O (-4.175, -0.054, 0.317)  -0.3797
C (-4.957, -0.971, 1.087)  -0.1938
C (-5.274, -2.127, 0.180)  -0.1874
N (-5.894, -1.651, -1.086)  -0.1674
C (-6.164, -2.815, -1.958)  -0.1785
C (-4.910, -3.378, -2.584)  -0.2043
O (-4.240, -2.394, -3.391)  -0.3996
C (-3.514, -2.967, -4.470)  -0.0784
H (-4.308, 1.414, 1.823)  0.1080
H (-3.153, 1.723, 0.484)  0.0784
H (-2.723, 0.546, 1.659)  0.0815
H (-5.885, -0.478, 1.419)  0.1399
H (-4.462, -1.262, 2.020)  0.1308
H (-6.037, -2.698, 0.729)  0.1424
H (-4.407, -2.751, -0.005)  0.1069
H (-6.732, -1.169, -0.771)  0.1239
H (-6.743, -2.359, -2.766)  0.1307
H (-6.731, -3.584, -1.430)  0.1394
H (-5.197, -4.231, -3.208)  0.1377
H (-4.234, -3.871, -1.874)  0.1331
H (-3.990, -2.748, -5.424)  0.1038
H (-3.361, -4.042, -4.383)  0.0980
H (-2.498, -2.557, -4.459)  0.0843
C (-0.076, -6.043, -3.586)  -0.1225
O (0.657, -5.647, -2.477)  -0.1681
C (1.008, -4.283, -2.495)  -0.2393
C (1.555, -3.904, -1.146)  -0.2355
N (2.795, -4.614, -0.919)  -0.0386
C (3.235, -4.539, 0.462)  -0.2244
C (4.202, -5.640, 0.762)  -0.2186
O (3.533, -6.875, 0.556)  -0.2019
C (4.406, -7.891, 0.155)  -0.1179
H (0.447, -5.826, -4.535)  0.0960
H (-1.038, -5.508, -3.694)  0.0720
H (-0.269, -7.112, -3.570)  0.0950
H (0.156, -3.659, -2.796)  0.0973
H (1.842, -4.158, -3.206)  0.1347
H (0.846, -4.225, -0.363)  0.1239
H (1.752, -2.828, -1.133)  0.1040
H (2.578, -5.603, -1.053)  0.1082
H (2.388, -4.576, 1.183)  0.1243
H (3.655, -3.562, 0.730)  0.1061
H (4.480, -5.650, 1.821)  0.1309
H (5.078, -5.574, 0.110)  0.1279
H (4.797, -7.709, -0.855)  0.0926
H (3.860, -8.831, 0.117)  0.0896
H (5.243, -7.989, 0.855)  0.0927
C (-3.122, 0.717, 11.398)  -0.0921
O (-2.815, 0.218, 10.111)  -0.1730
C (-3.816, 0.409, 9.171)  -0.2700
C (-3.530, -0.403, 7.929)  -0.2199
N (-4.550, -0.071, 6.919)  -0.0595
C (-4.209, -0.525, 5.566)  -0.2153
C (-3.744, -1.988, 5.461)  -0.2027
O (-3.082, -2.182, 4.227)  -0.1983
C (-1.702, -2.173, 4.259)  -0.1427
H (-3.405, -0.101, 12.063)  0.0905
H (-3.953, 1.429, 11.350)  0.0862
H (-2.263, 1.247, 11.806)  0.0875
H (-3.782, 1.465, 8.815)  0.1281
H (-4.850, 0.280, 9.506)  0.1326
H (-3.566, -1.468, 8.169)  0.1192
H (-2.516, -0.181, 7.562)  0.1283
H (-4.507, 0.944, 6.863)  0.1012
H (-3.535, 0.149, 5.012)  0.1110
H (-5.136, -0.493, 4.972)  0.1074
H (-4.627, -2.615, 5.582)  0.1305
H (-3.054, -2.224, 6.275)  0.1059
H (-1.273, -2.230, 3.248)  0.0736
H (-1.105, -2.908, 4.809)  0.0968
H (-1.324, -1.174, 4.545)  0.0908
C (5.547, -1.952, 3.577)  -0.0891
O (4.841, -1.463, 2.453)  -0.2113
C (3.599, -0.904, 2.805)  -0.2291
C (2.930, -0.467, 1.529)  -0.2193
N (3.796, 0.340, 0.677)  -0.0237
C (3.515, 0.135, -0.727)  -0.2137
C (4.387, 1.018, -1.595)  -0.2532
O (4.242, 2.361, -1.266)  -0.1704
C (5.321, 3.155, -1.712)  -0.1002
H (6.272, -2.716, 3.294)  0.0889
H (4.843, -2.414, 4.271)  0.0873
H (6.131, -1.137, 4.015)  0.0949
H (3.794, -0.054, 3.474)  0.1341
H (2.975, -1.632, 3.337)  0.1240
H (2.019, 0.079, 1.778)  0.1030
H (2.652, -1.378, 0.970)  0.0910
H (4.748, 0.038, 0.860)  0.1138
H (2.467, 0.363, -0.948)  0.0988
H (3.763, -0.900, -1.028)  0.1292
H (4.120, 0.844, -2.661)  0.0973
H (5.434, 0.678, -1.628)  0.1336
H (6.278, 2.764, -1.369)  0.1027
H (5.195, 4.174, -1.338)  0.0570
H (5.255, 3.289, -2.803)  0.1020
C (-0.984, 2.478, -7.993)  -0.0590
O (-0.830, 3.225, -6.767)  -0.1975
C (0.485, 3.268, -6.270)  -0.2088
C (0.414, 3.235, -4.764)  -0.1648
N (-0.113, 1.983, -4.185)  -0.1075
C (0.692, 0.720, -4.505)  -0.1205
C (2.107, 0.774, -3.922)  -0.2305
O (3.102, 0.733, -4.914)  -0.1819
C (3.278, -0.555, -5.450)  -0.0846
H (-1.982, 2.730, -8.341)  0.0927
H (-0.875, 1.413, -7.781)  0.0835
H (-0.284, 2.813, -8.759)  0.0979
H (0.991, 4.190, -6.559)  0.1436
H (1.050, 2.379, -6.574)  0.1217
H (-0.150, 4.071, -4.340)  0.1254
H (1.426, 3.436, -4.393)  0.1300
H (-0.937, 1.717, -4.733)  0.1162
H (0.678, 0.574, -5.583)  0.1159
H (0.125, -0.079, -4.020)  0.1082
H (2.261, -0.104, -3.277)  0.1114
H (2.266, 1.672, -3.324)  0.1201
H (3.982, -0.496, -6.273)  0.1007
H (2.328, -0.991, -5.781)  0.0876
H (3.710, -1.224, -4.692)  0.1002
C (-0.836, 3.307, 1.998)  -0.1183
O (0.447, 3.891, 2.043)  -0.1858
C (0.528, 5.047, 2.844)  -0.2324
C (1.652, 5.927, 2.353)  -0.2285
N (2.933, 5.262, 2.473)  -0.0534
C (4.066, 6.124, 2.087)  -0.1945
C (4.146, 6.399, 0.592)  -0.2434
O (3.975, 5.229, -0.137)  -0.1976
C (3.432, 5.414, -1.429)  -0.1111
H (-1.445, 4.066, 1.476)  0.0907
H (-1.284, 3.034, 2.956)  0.0945
H (-0.768, 2.466, 1.304)  0.0608
H (0.793, 4.740, 3.868)  0.1286
H (-0.414, 5.607, 2.870)  0.1231
H (1.628, 6.864, 2.948)  0.1259
H (1.421, 6.279, 1.342)  0.1173
H (3.085, 5.035, 3.450)  0.1116
H (4.953, 5.574, 2.417)  0.1207
H (4.071, 7.056, 2.674)  0.1196
H (5.132, 6.856, 0.412)  0.1298
H (3.430, 7.207, 0.367)  0.1199
H (3.389, 4.419, -1.872)  0.0572
H (4.051, 6.076, -2.038)  0.1042
H (2.399, 5.768, -1.319)  0.0911

# 6
Here is an isolated ion of composition C5H12ClN2 and charge +1 in a non-equilibrium geometry from the Open Molecules 2025 dataset. Energies are from ωB97M-V with the def2-TZVPD basis set.

Results
SMILES: CC(C)(C)/[NH+]=C(/N)Cl
Highest occupied orbital energy (hartree): -0.552
Net charge: +1
ΔE to the lowest compared entry with this formula, charge and spin (kJ/mol): 36.54

Each line ends with the Löwdin charge.
CARTESIAN COORDINATES (ANGSTROEM)
C (1.439, 0.919, 0.039)  0.0075
C (0.010, 0.359, -0.255)  -0.5647
C (-0.177, 0.000, -1.682)  -0.0557
C (-1.094, 1.369, 0.215)  -0.0269
N (0.001, -0.874, 0.566)  0.1001
C (-0.958, -1.834, 0.791)  -0.6451
N (-0.938, -2.880, 1.589)  0.1595
Cl (-2.481, -1.619, 0.011)  0.8550
H (2.239, 0.653, -0.640)  0.1050
H (1.454, 1.919, -0.024)  0.0529
H (1.837, 0.669, 0.928)  0.0513
H (0.696, -0.578, -1.865)  0.0803
H (-0.149, 0.900, -2.442)  0.1563
H (-1.158, -0.395, -1.835)  0.0366
H (-2.136, 1.256, -0.271)  0.1049
H (-1.143, 1.340, 1.380)  0.1299
H (-0.693, 2.248, -0.095)  0.0346
H (0.823, -1.340, 0.875)  0.1444
H (-0.275, -2.793, 2.370)  0.1577
H (-1.464, -3.707, 1.537)  0.1165

| no. | E_LUMO (eV) | energy (eV) | gap between HOMO and LUMO (eV) |
| --- | --- | --- | --- |
| 1 | 0.21 | -36123.486 | 11.3 |
| 2 | 6.05 | -19070.153 | 6.9 |
| 3 | 0.93 | -27617.188 | 10.1 |
| 4 | 0.46 | -53128.711 | 5.8 |
| 5 | -5.36 | -130869.298 | 6.3 |
| 6 | -4.10 | -20874.621 | 10.9 |